Entry 1:
# C21H20BrN3O4S

The molecule C21H20BrN3O4S in a non-equilibrium geometry (ωB97M-V/def2-TZVPD, the OMol25 dataset).

The HOMO energy is -8.203 eV. Its orbital gap is 8.60 eV. The value obtained for the total energy is -115641.0416 eV. For the relative energy (zero: lowest compared OMol25 entry of this formula, charge and spin), the calculation gives 0.0 kJ/mol. Its SMILES is [H]/N=C(/N)SCc1c(C(=O)OCC)c2cc(OC(C)=O)c(Br)cc2n1-c1ccccc1.

```
! wB97M-V def2-TZVPD RIJCOSX def2/J DEFGRID3
* xyz 0 1
H -1.15823 -3.71927 -1.77529
N -1.71370 -4.45583 -1.36111
C -2.40330 -4.24198 -0.35076
N -3.15680 -5.19493 0.24365
S -2.64690 -2.66041 0.56563
C -2.31167 -1.35856 -0.69129
C -1.21715 -0.47005 -0.25000
C 0.14218 -0.59955 -0.48872
C 0.76493 -1.60055 -1.34786
O 0.15603 -2.30294 -2.13011
O 2.08901 -1.64864 -1.18669
C 2.82937 -2.50669 -2.05329
C 3.26695 -1.75721 -3.30381
C 0.78673 0.49436 0.16976
C 2.11483 0.90048 0.28195
C 2.38665 2.04983 0.99328
O 3.66031 2.54338 1.20772
C 4.63924 2.45436 0.28697
C 5.89373 3.07999 0.83049
O 4.51666 1.95606 -0.79697
C 1.35017 2.77496 1.60689
Br 1.81652 4.32950 2.58532
C 0.03088 2.39247 1.51824
C -0.24123 1.25032 0.77662
N -1.44346 0.63857 0.51691
C -2.69452 1.15372 0.92518
C -3.04960 2.44300 0.54256
C -4.26269 2.96916 0.94702
C -5.12379 2.21384 1.72623
C -4.76792 0.93053 2.10526
C -3.55249 0.39783 1.71326
H -3.52670 -5.01576 1.16077
H -2.96150 -6.14856 -0.01156
H -3.24622 -0.81003 -0.81604
H -2.03923 -1.87399 -1.61128
H 3.69231 -2.83204 -1.46789
H 2.20988 -3.37030 -2.31684
H 3.82546 -0.86523 -3.02912
H 3.89557 -2.39937 -3.91390
H 2.39598 -1.46158 -3.88422
H 2.90316 0.33237 -0.17948
H 6.30638 2.43186 1.60126
H 5.66089 4.03959 1.28455
H 6.61811 3.20004 0.03116
H -0.74718 2.95917 2.00490
H -2.37814 3.01947 -0.07642
H -4.53701 3.96963 0.64860
H -6.07119 2.62650 2.03776
H -5.43490 0.34004 2.71447
H -3.26637 -0.59755 2.01626
*
```



Entry 2:
# C18H14BEuF4I2N5O3

C18H14BEuF4I2N5O3 as an isolated structure in a non-equilibrium geometry (ωB97M-V/def2-TZVPD, the OMol25 dataset).

The HOMO energy (spin up / spin down) is -5.332 / -5.339 eV. Its orbital gap (spin up / spin down) is 7.30 / 7.31 eV. The value obtained for the total energy is -79572.9350 eV.

```
! wB97M-V def2-TZVPD RIJCOSX def2/J DEFGRID3
* xyz -1 7
Eu 1.17990 -0.09923 -0.21185
C 2.43971 4.18116 -1.56999
O 1.18334 4.32985 -2.20819
C 0.06868 4.11176 -1.40295
C -0.85870 5.12759 -1.33050
C -2.01892 4.97192 -0.58396
C -2.21668 3.80492 0.11654
C -1.31125 2.73817 0.05250
C -1.63251 1.52810 0.76507
N -0.94518 0.43765 0.67136
N -1.43075 -0.67173 1.32202
C -0.52270 -1.60065 1.56009
O 0.72880 -1.45070 1.39312
C -1.01662 -2.90183 2.07513
C -0.08854 -3.87497 2.43882
C -0.51402 -5.12440 2.85029
C -1.86982 -5.40998 2.89322
C -2.80003 -4.44061 2.54561
C -2.37677 -3.19039 2.13257
C -0.12010 2.87325 -0.72823
O 0.75009 1.91287 -0.87562
H 3.14008 4.81556 -2.11415
H 2.78375 3.14757 -1.61703
H 2.40287 4.50166 -0.52552
H -0.66008 6.03437 -1.88226
H -2.74458 5.76977 -0.53885
H -3.10715 3.69045 0.72041
H -2.52803 1.53988 1.39263
H 0.96495 -3.63604 2.37657
H 0.21353 -5.88051 3.11420
H -2.19935 -6.39618 3.19146
H -3.85780 -4.66898 2.58210
H -3.07185 -2.42171 1.83136
I 2.35430 0.31462 -3.25568
C 0.51662 1.29829 -3.81032
I -1.19387 0.40307 -2.89013
H 0.41161 1.22087 -4.88875
H 0.59551 2.32909 -3.47743
N 0.33754 -6.41501 -0.34874
C 0.27418 -5.36592 -0.82509
N 0.13625 -4.26817 -1.47163
C 0.43374 -3.07174 -1.37194
N 0.64287 -1.91501 -1.48098
F 2.42515 0.73640 1.48245
B 3.56231 0.35191 0.71380
F 3.62094 1.25816 -0.35134
F 4.68858 0.28225 1.43934
F 3.23001 -0.90738 0.10046
*
```



Entry 3:
# C5H9NOS

The molecule C5H9NOS in a non-equilibrium geometry (ωB97M-V/def2-TZVPD, the OMol25 dataset).

The HOMO energy is -9.527 eV. Its orbital gap is 10.19 eV. The value obtained for the total energy is -19701.1676 eV. For the relative energy (zero: lowest compared OMol25 entry of this formula, charge and spin), the calculation gives 302.6 kJ/mol. Its SMILES is CO[C@@H](S)[C@@H](C)C#N.

```
! wB97M-V def2-TZVPD RIJCOSX def2/J DEFGRID3
* xyz 0 1
C -2.13030 1.62884 -0.13801
O -1.04694 1.00838 -0.68803
C 0.06316 0.64879 0.11064
S -0.22722 0.22038 1.88828
C 1.00823 -0.78609 -0.67930
C 2.27941 -1.06266 0.06495
C -0.07547 -1.78265 -0.63573
N -0.81266 -2.66142 -0.66422
H -2.48793 1.41086 0.94837
H -3.00259 1.38953 -0.71661
H -1.97474 2.75581 0.02683
H 0.86197 1.41890 -0.08124
H -1.23068 -0.70152 1.58053
H 1.17336 -0.36037 -1.66807
H 2.87290 -0.17645 -0.22032
H 2.74472 -1.96719 -0.23749
H 1.98477 -0.98313 1.10942
*
```



Entry 4:
# C8H14BrNO2

A 3-piece molecular cluster, C8H14BrNO2 overall in a non-equilibrium geometry (ωB97M-V/def2-TZVPD, the OMol25 dataset).

The HOMO energy is -8.342 eV. Its orbital gap is 8.74 eV. The value obtained for the total energy is -84147.8800 eV. For the relative energy (zero: lowest compared OMol25 entry of this formula, charge and spin), the calculation gives 0.0 kJ/mol. Its SMILES is C/C=C/NBr.C=C(C)C.O=C=O.

```
! wB97M-V def2-TZVPD RIJCOSX def2/J DEFGRID3
* xyz 0 1
C -0.30615 3.22189 1.42846
C -0.04853 2.05631 0.50962
C 1.12373 1.79217 -0.05553
N 1.48266 0.57417 -0.72365
Br 2.20942 0.76304 -2.48162
H -1.30704 3.01427 1.89582
H 0.47973 3.23894 2.25166
H -0.24666 4.20482 0.86891
H -0.86540 1.33761 0.57777
H 2.00529 2.50566 -0.03978
H 0.86648 -0.30344 -0.74969
C 0.05272 -2.13681 -1.86214
C -0.85206 -1.86604 -0.99691
C -2.06859 -1.13412 -1.40661
C -0.83818 -2.39971 0.37987
H 0.01404 -1.52157 -2.81541
H 0.98796 -2.55815 -1.53044
H -1.92423 -0.08279 -1.55578
H -2.70268 -1.64067 -2.18973
H -2.78239 -1.06566 -0.62267
H -1.87847 -2.93339 0.62594
H -0.19134 -3.29739 0.72336
H -0.83821 -1.55417 1.00389
O 1.44300 -0.28935 1.98602
C 2.54122 -0.11919 2.30651
O 3.64367 0.19356 2.47215
*
```



Entry 5:
# C2H3O2S2

A 2-piece molecular cluster, C2H3O2S2 overall in a non-equilibrium geometry (ωB97M-V/def2-TZVPD, the OMol25 dataset).

The HOMO energy (spin up / spin down) is -3.069 / -3.070 eV. Its orbital gap (spin up / spin down) is 6.62 / 6.63 eV. The value obtained for the total energy is -27887.5901 eV. For the relative energy (zero: lowest compared OMol25 entry of this formula, charge and spin), the calculation gives 220.9 kJ/mol.

```
! wB97M-V def2-TZVPD RIJCOSX def2/J DEFGRID3
* xyz -1 1
C -1.16808 1.33074 -0.35395
C 1.66936 -0.67657 -0.90991
O -1.09040 2.51125 -0.48638
O 3.41561 0.93640 0.15577
S 0.20630 -1.39555 -1.30910
S 2.06697 0.35184 0.39391
H -1.45045 0.74680 0.60315
H -1.21619 0.66261 -1.27654
H 2.62096 -1.02238 -1.52305
*
```